[1]
Entry from OMol25: a single C3H9NO2 molecule in a non-equilibrium geometry (ωB97M-V/def2-TZVPD).

Geometry as ORCA input:
```
! wB97M-V def2-TZVPD RIJCOSX def2/J DEFGRID3
* xyz 0 1
C 0.55091 -1.43917 -0.01922
N 0.62961 -0.02497 0.29697
C 1.81394 0.80628 0.04902
O -0.50298 0.66565 -0.39211
C -1.78815 0.64740 0.18932
O -2.50268 -0.52185 -0.04059
H 0.06380 -1.80474 0.80983
H 0.05209 -1.80474 -0.86503
H 1.53882 -1.79552 0.03951
H 1.96968 0.81459 -1.00438
H 1.67286 1.88290 0.34894
H 2.73521 0.51420 0.45049
H -1.59460 0.85019 1.20662
H -2.10277 1.64101 -0.11021
H -2.53574 -0.43121 -0.95917
*
```

## Properties
- LUMO (Ha) = 0.03619
- energy relative to the best compared isomer or geometry (same formula, charge and spin) (eV) = 4.440
- SMILES string = CN(C)OCO
- E_HOMO (Ha) = -0.3117
- HOMO-LUMO gap (Ha) = 0.3479

---

[2]
Entry from OMol25: C16H31CuNOP2 as an isolated structure in a non-equilibrium geometry (ωB97M-V/def2-TZVPD).

Geometry as ORCA input:
```
! wB97M-V def2-TZVPD RIJCOSX def2/J DEFGRID3
* xyz 0 2
P 0.31202 -2.27965 1.76689
P -0.22486 2.16859 1.79458
C 0.02889 -0.76455 0.68756
C 0.34411 0.84576 0.80037
H -0.52174 -0.94162 -0.19676
H 0.88278 -0.97736 -0.00113
H 1.40638 0.80222 0.99858
H 0.33099 1.31612 -0.20177
C -1.80992 3.06558 1.31998
H -2.18392 3.84403 2.01283
H -2.60798 2.31388 1.21911
H -1.64863 3.54360 0.32167
C 1.16025 3.37157 2.21053
H 1.20880 4.11488 1.39827
H 2.08806 2.76936 2.18602
H 1.10266 3.90143 3.17381
C -0.85436 -3.60758 1.18966
H -0.78187 -4.51478 1.81962
H -0.64155 -3.86773 0.13507
H -1.87380 -3.18813 1.28062
C 2.08066 -2.70048 1.25700
H 2.64835 -1.75660 1.42616
H 2.08743 -2.97960 0.17976
H 2.49385 -3.52191 1.88292
Cu -1.82220 0.13770 0.58995
C 0.33557 1.65643 -2.27955
C -0.98844 1.60046 -2.07951
C -1.84955 0.91738 -3.06728
C -1.50063 -0.56047 -3.37947
C -0.71160 -1.28310 -2.33335
C 0.62870 -1.31899 -2.30415
C 1.49305 -0.52692 -3.15944
C 1.09769 0.98330 -3.35393
C 0.31326 -2.34665 3.58553
H 1.06230 2.19845 -1.67660
H -1.40451 2.33225 -1.39292
H -1.89406 1.51735 -3.99076
H -2.85818 0.97634 -2.67602
H -2.43856 -1.08709 -3.61873
H -0.90359 -0.53020 -4.28533
H -1.41128 -1.87911 -1.74154
H 1.08214 -2.16353 -1.78887
H 1.66783 -1.04442 -4.12067
H 2.47483 -0.54083 -2.70774
H 2.03299 1.51738 -3.57891
H 0.54793 1.01219 -4.28106
H 1.13827 -1.73161 3.95046
H 0.43312 -3.34453 3.98153
H -0.63059 -1.93804 3.97239
O 0.10011 1.75648 5.43137
C -0.29333 1.45143 4.39270
N -0.72790 1.28135 3.25056
*
```

## Properties
- LUMO (spin up / spin down) (Ha) = 0.00531 / 0.00526
- energy relative to the best compared isomer or geometry (same formula, charge and spin) (eV) = 6.749
- E_HOMO (spin up / spin down) (Ha) = -0.1322 / -0.1313
- HOMO-LUMO gap (spin up / spin down) (Ha) = 0.1375 / 0.1366

---

[3]
Entry from OMol25: C6H24AlN12O6 as an isolated structure in a non-equilibrium geometry (ωB97M-V/def2-TZVPD).

Geometry as ORCA input:
```
! wB97M-V def2-TZVPD RIJCOSX def2/J DEFGRID3
* xyz 3 1
Al -0.34286 -0.82709 0.86811
C -3.85895 -1.00345 -1.16408
O -2.93255 -0.84614 -0.33989
N -5.15889 -0.81466 -0.92708
N -3.62466 -1.47579 -2.42330
H -5.53762 -0.29390 -0.15438
H -5.78495 -1.08101 -1.66399
H -2.70442 -1.80430 -2.66025
H -4.40660 -1.76814 -2.98047
C -2.62876 2.02775 2.28465
O -1.62814 1.25832 2.23385
N -2.91983 2.85614 1.27169
N -3.54879 1.96465 3.24690
H -3.69865 3.49178 1.24758
H -2.28352 2.88924 0.49169
H -4.34361 2.56128 3.10018
H -3.41329 1.38741 4.05982
C 3.11350 -0.48531 2.71270
O 1.87494 -0.38668 2.61999
N 3.93239 -0.07603 1.69938
N 3.73800 -1.02290 3.75879
H 3.53924 0.39826 0.90576
H 4.92716 -0.18256 1.79787
H 3.24051 -1.41955 4.53895
H 4.73090 -0.86824 3.70374
C -1.36075 2.02955 -1.72590
O -0.79459 1.15764 -1.05593
N -1.01927 3.34988 -1.77341
N -2.42499 1.79042 -2.52334
H -1.46383 4.02840 -2.36614
H -0.15616 3.63447 -1.33445
H -2.89959 0.90227 -2.54454
H -2.29433 2.20648 -3.43492
C 2.23036 0.73717 -1.73301
O 1.85503 0.21373 -0.66794
N 1.67963 0.41508 -2.92556
N 3.09037 1.79267 -1.80124
H 0.88699 -0.20403 -2.88821
H 1.59907 1.25172 -3.48650
H 3.48906 1.86581 -2.72546
H 3.56698 2.10650 -0.97388
C 2.64854 -3.53732 0.63356
O 2.00190 -2.46497 0.49860
N 3.78496 -3.53973 1.34006
N 2.41158 -4.72804 0.04898
H 4.03068 -2.68435 1.80728
H 4.29988 -4.37557 1.55087
H 1.47435 -4.95469 -0.24327
H 3.08354 -5.47219 0.09615
*
```

## Properties
- LUMO (Ha) = -0.52679
- energy relative to the best compared isomer or geometry (same formula, charge and spin) (eV) = 6.999
- E_HOMO (Ha) = -0.6722
- HOMO-LUMO gap (Ha) = 0.1454

---

[4]
Entry from OMol25: C13H37FO6S5Tl as an isolated structure in a non-equilibrium geometry (ωB97M-V/def2-TZVPD).

Geometry as ORCA input:
```
! wB97M-V def2-TZVPD RIJCOSX def2/J DEFGRID3
* xyz 0 2
Tl -0.10713 -0.63219 -1.02388
F -0.57657 -3.55431 -1.11407
C 3.39080 -1.11324 -5.11982
C 3.03337 -1.41630 -3.70750
C 4.29410 -1.19393 -2.85159
O 1.84840 -0.75219 -3.25533
H 3.73335 -0.09176 -5.28518
H 2.58896 -1.23988 -5.84722
H 4.15630 -1.75035 -5.56279
H 2.91591 -2.49642 -3.62002
H 5.07714 -1.90561 -3.11322
H 4.27489 -1.31062 -1.76802
H 4.75492 -0.24366 -3.12128
C 3.78054 0.29344 0.70041
S 2.40921 0.62656 1.90571
O 1.17147 -0.19992 1.52037
C 3.05671 -0.04698 3.45173
H 3.78930 1.06970 -0.06473
H 3.56832 -0.70014 0.30558
H 4.75420 0.33847 1.18832
H 3.15844 -1.11366 3.25186
H 2.33358 0.18129 4.23473
H 4.04837 0.34907 3.67047
C -1.05566 -0.85994 3.85270
S -1.95183 -1.87498 2.63307
O -1.68847 -1.11494 1.33092
C -0.77799 -3.26931 2.47393
H -0.01082 -0.73539 3.56828
H -1.13292 -1.33055 4.83283
H -1.55952 0.09890 3.97445
H -0.69155 -3.98592 3.29068
H 0.25093 -2.94082 2.32723
H -0.91824 -3.86724 1.57342
C -4.40675 -2.84789 0.20928
S -4.37116 -1.79888 -1.31737
O -3.06862 -1.05233 -1.19961
C -4.12596 -3.10846 -2.55388
H -3.48383 -3.40150 0.38203
H -5.16935 -3.57758 -0.06290
H -4.69611 -2.27345 1.08928
H -4.21777 -2.61988 -3.52392
H -4.89410 -3.87909 -2.48936
H -3.15910 -3.58649 -2.39644
C 1.82202 4.12193 1.04137
S 0.45292 3.47644 -0.07323
O 0.76559 2.04327 -0.47556
C 0.84818 4.45329 -1.55963
H 2.76245 3.86673 0.55294
H 1.72371 3.61725 2.00249
H 1.78013 5.19612 1.22153
H 0.14777 4.22701 -2.36358
H 1.79193 4.13111 -1.99966
H 0.74186 5.53170 -1.44203
C -2.96967 3.77257 0.71435
S -3.10326 2.08690 0.07767
O -1.74310 1.41899 0.10281
C -4.00263 1.27610 1.47693
H -2.31954 3.80299 1.58871
H -3.92737 4.19741 1.01505
H -2.59554 4.41344 -0.08403
H -4.49027 0.33190 1.23448
H -4.71904 1.95391 1.94109
H -3.29192 1.00934 2.25912
*
```

## Properties
- LUMO (spin up / spin down) (Ha) = 0.00557 / -0.04043
- E_HOMO (spin up / spin down) (Ha) = -0.2485 / -0.2484
- HOMO-LUMO gap (spin up / spin down) (Ha) = 0.2541 / 0.2080

---

[5]
Entry from OMol25: C51H76N2O3P2SSbSiV as an isolated structure in a non-equilibrium geometry (ωB97M-V/def2-TZVPD).

Geometry as ORCA input:
```
! wB97M-V def2-TZVPD RIJCOSX def2/J DEFGRID3
* xyz 3 2
V -1.37855 0.04620 0.61699
C -1.87528 0.29622 4.27956
P -1.03123 -0.55667 2.91231
C -1.58044 -2.29046 3.10692
N -1.62782 -2.82867 4.29622
C -1.87579 -4.15084 4.39222
C -1.94581 -4.77643 5.65319
C -2.16475 -6.12266 5.72458
C -2.31831 -6.90035 4.55185
C -2.25926 -6.32778 3.31344
C -2.04220 -4.93896 3.20232
N -2.02751 -4.34243 1.99403
C -1.83322 -3.05176 1.94190
P -2.05318 -2.20168 0.33942
C -1.20835 -3.28173 -0.84654
C -3.89293 -2.28583 0.03959
C -4.09428 -1.88702 -1.42860
C -4.51198 -3.65434 0.30211
C -4.46830 -1.23633 0.99829
C 0.79383 -0.64585 3.39469
C 0.93663 -0.87140 4.89846
C 1.42498 0.69592 2.99481
C 1.45462 -1.79980 2.63088
H -1.77818 -0.32197 5.17072
H -2.93328 0.41223 4.04220
H -1.44065 1.28011 4.45474
H -1.81635 -4.17214 6.54137
H -2.22002 -6.60905 6.68909
H -2.48564 -7.96503 4.64445
H -2.38421 -6.90601 2.40762
H -1.54388 -4.30776 -0.70334
H -0.13568 -3.21502 -0.66754
H -1.42290 -2.94150 -1.85940
H -3.87281 -2.72498 -2.09124
H -3.45287 -1.04791 -1.70910
H -5.12900 -1.58819 -1.60434
H -3.98102 -4.45341 -0.21424
H -5.53818 -3.63935 -0.07259
H -4.55230 -3.89171 1.36304
H -4.00985 -0.24926 0.82206
H -4.30282 -1.52160 2.04085
H -5.54261 -1.12163 0.84976
H 0.62356 0.00050 5.47296
H 1.98786 -1.05739 5.12837
H 0.36878 -1.73701 5.23219
H 0.92561 1.53908 3.47854
H 1.39175 0.83642 1.91337
H 2.47171 0.71819 3.30506
H 1.14341 -2.76804 3.02501
H 2.53683 -1.72818 2.75071
H 1.23193 -1.76462 1.56394
C -2.43445 3.50296 2.08015
C -3.10326 4.29798 0.98541
C -3.75517 5.49551 1.26913
C -4.37656 6.22613 0.26796
C -4.35283 5.77481 -1.04517
C -3.71180 4.58480 -1.34625
C -3.09360 3.86328 -0.33285
Sb -2.24618 2.00630 -0.98417
C -0.78259 2.56065 -2.47420
C -0.46836 1.56206 -3.39870
C 0.34637 1.83110 -4.48163
C 0.86673 3.10885 -4.63857
C 0.61162 4.07560 -3.68474
C -0.19791 3.82831 -2.57105
C -0.32117 4.92922 -1.55059
C -4.18680 1.46590 -1.79390
C -5.16922 1.53262 -0.80922
C -6.49957 1.32804 -1.12870
C -6.84537 1.05347 -2.44422
C -5.86501 0.98744 -3.41924
C -4.51642 1.19544 -3.12150
C -3.49855 1.12145 -4.22518
H -2.42423 4.06068 3.01472
H -1.39582 3.27204 1.81597
H -2.97234 2.56431 2.26464
H -3.77002 5.86273 2.28808
H -4.88039 7.15166 0.51192
H -4.82885 6.34448 -1.83198
H -3.70050 4.22380 -2.36950
H -0.88177 0.56604 -3.28230
H 0.55264 1.06383 -5.21643
H 1.48218 3.34597 -5.49661
H 1.05240 5.05968 -3.79291
H 0.60956 5.49379 -1.51001
H -0.53209 4.55026 -0.55340
H -1.11217 5.63054 -1.81871
H -4.91625 1.78487 0.21663
H -7.25930 1.39644 -0.36122
H -7.88323 0.90425 -2.71139
H -6.14116 0.77704 -4.44522
H -3.98695 1.17487 -5.19618
H -2.94761 0.17752 -4.18544
H -2.78694 1.94161 -4.16211
C 3.21782 -1.49635 -4.36123
C 3.77067 -1.91349 -3.00939
C 5.18166 -2.46357 -3.12401
C 2.83773 -2.88042 -2.29841
O 3.81682 -0.67188 -2.20952
Si 4.46978 -0.20044 -0.87037
S 0.28746 -0.16543 -0.51848
O 4.97555 -1.24622 0.17165
C 6.00491 -1.33401 1.23577
C 7.32890 -0.91130 0.62181
C 6.01235 -2.79300 1.65664
C 5.60661 -0.41419 2.37704
O 4.51843 1.32107 -0.52051
C 4.49766 2.59846 -1.26596
C 5.45118 2.46862 -2.44294
C 3.07067 2.84619 -1.72262
C 4.96887 3.64691 -0.27385
H 3.13755 -2.36832 -5.00888
H 3.87712 -0.77165 -4.83890
H 2.22863 -1.05296 -4.24197
H 5.18802 -3.32235 -3.79338
H 5.55656 -2.78514 -2.14980
H 5.85327 -1.70826 -3.53633
H 2.70995 -3.77592 -2.90483
H 1.86181 -2.41282 -2.15109
H 3.24835 -3.17039 -1.32843
H 7.54651 -1.50163 -0.27007
H 8.13585 -1.06817 1.33529
H 7.30857 0.14846 0.35301
H 6.30148 -3.43228 0.82286
H 5.02435 -3.09322 2.00736
H 6.72464 -2.93653 2.46826
H 5.44343 0.60338 2.01698
H 6.41156 -0.39697 3.11044
H 4.70193 -0.77009 2.87128
H 5.07711 1.73864 -3.16550
H 6.44114 2.16034 -2.10039
H 5.55475 3.42811 -2.94660
H 2.73206 2.05878 -2.40052
H 3.02007 3.79768 -2.25026
H 2.39225 2.88810 -0.86748
H 5.96108 3.39694 0.10226
H 4.28386 3.71711 0.57132
H 5.02380 4.61772 -0.76443
*
```

## Properties
- LUMO (spin up / spin down) (Ha) = -0.32787 / -0.30582
- E_HOMO (spin up / spin down) (Ha) = -0.5616 / -0.5612
- HOMO-LUMO gap (spin up / spin down) (Ha) = 0.2337 / 0.2554

---

[6]
Entry from OMol25: C14H19Br4CoNO2S2 as an isolated structure in a non-equilibrium geometry (ωB97M-V/def2-TZVPD).

Geometry as ORCA input:
```
! wB97M-V def2-TZVPD RIJCOSX def2/J DEFGRID3
* xyz 0 4
Co 0.23229 -0.07352 -0.41311
S -0.14125 2.33891 -0.30780
S 1.70400 -1.91444 -0.72105
C -1.89852 2.44426 0.15934
C -0.33507 2.49940 -2.11585
C -0.62461 1.15653 -2.76436
N 0.42034 0.18514 -2.35244
C 0.24968 -1.15959 -2.95536
C 1.38774 -2.05712 -2.50156
H 0.61697 2.92142 -2.47758
H -1.14197 3.21589 -2.28676
H -0.62629 1.24699 -3.85861
H -1.59772 0.75147 -2.43845
H 0.23587 -1.06116 -4.04764
H -0.72826 -1.54324 -2.62033
H 2.32922 -1.76816 -2.98974
H 1.18302 -3.10673 -2.71164
C 0.59797 -3.21694 -0.09636
H 1.34846 0.56020 -2.62390
H -0.41798 -3.07528 -0.48772
H 0.59909 -3.11407 0.99686
H 1.01433 -4.19014 -0.38288
H -1.92437 2.40267 1.25688
H -2.46615 1.59513 -0.25010
H -2.29319 3.40914 -0.18852
C 2.93757 0.95427 1.03547
C 2.94450 1.11446 -0.30191
H 3.34247 0.05026 1.49877
H 2.58891 1.75342 1.69628
H 3.30487 0.32698 -0.97199
H 2.57140 2.02977 -0.77180
Br -4.08774 -0.62001 4.65827
C -2.44778 -0.51813 3.75765
C -1.19467 -0.39222 4.43906
Br -1.20148 -0.39338 6.31267
C 0.00988 -0.23234 3.72903
Br 1.67578 -0.00522 4.58656
C -0.01147 -0.23422 2.31817
O 0.99592 0.03276 1.56390
C -1.29056 -0.52147 1.63909
O -1.30043 -0.64434 0.33713
C -2.49109 -0.55478 2.34477
Br -4.06967 -0.59255 1.30756
*
```

## Properties
- LUMO (spin up / spin down) (Ha) = -0.00421 / -0.00646
- E_HOMO (spin up / spin down) (Ha) = -0.2406 / -0.2410
- HOMO-LUMO gap (spin up / spin down) (Ha) = 0.2364 / 0.2346

---

[7]
Entry from OMol25: C26H48Cl3GdN6O3Si as an isolated structure in a non-equilibrium geometry (ωB97M-V/def2-TZVPD).

Geometry as ORCA input:
```
! wB97M-V def2-TZVPD RIJCOSX def2/J DEFGRID3
* xyz 0 8
C 2.39989 -2.60881 -6.35245
C 1.84307 -1.80105 -7.46580
H 1.80858 -3.52212 -6.21055
H 2.35625 -2.02895 -5.42089
H 3.43561 -2.91258 -6.55083
C 1.77817 -2.33480 -8.70611
C 2.28328 -3.70331 -9.04826
H 1.39719 -1.76112 -9.54910
H 1.83975 -4.49160 -8.42219
H 3.37676 -3.79560 -8.95744
H 2.03532 -3.92184 -10.09310
Gd 0.60189 0.31627 -1.74310
Cl 2.43962 0.91246 -0.07925
Cl 1.82833 1.72834 -3.62053
C -0.25503 3.38244 -2.10333
O -0.71195 2.21981 -1.84139
N -1.01148 4.32655 -2.64210
C -2.40352 4.01778 -2.95661
C -0.40764 5.53752 -3.18986
H 0.79796 3.62246 -1.92450
H -2.89384 3.58664 -2.07503
H -2.47605 3.29742 -3.78493
H -2.88809 4.95259 -3.24316
H 0.45336 5.81177 -2.56614
H -1.15961 6.33534 -3.18970
H -0.05258 5.38254 -4.22208
H -0.90288 -4.77619 -0.56866
H -0.15172 -3.18625 -3.49319
C -1.76043 -4.69381 -1.25303
C -1.17446 -3.62430 -3.44323
N -1.65521 -3.49296 -2.07512
H -2.67699 -4.63504 -0.65463
C -1.84405 -2.31955 -1.45475
O -1.19103 -1.25981 -1.65811
H -1.81282 -3.08304 -4.15757
H -2.64186 -2.36126 -0.69180
H -1.77704 -5.56792 -1.90893
H -1.13513 -4.69294 -3.67938
O 0.32738 -0.52057 -6.12004
C 1.36190 -0.40173 -7.09121
C -0.06280 0.12128 -9.16118
C 0.96175 0.47475 -8.27857
H -0.51130 -0.87882 -9.10068
C -0.48756 1.04850 -10.12482
H 2.21966 0.06246 -6.56941
C 1.65465 1.68098 -8.44691
H -1.32521 0.78472 -10.77891
C 0.13515 2.29143 -10.22474
C 1.23418 2.59183 -9.41165
H 2.50590 1.87146 -7.80229
H -0.22102 3.02806 -10.94676
H 1.75169 3.53855 -9.50905
Si -1.04765 0.43928 -5.89249
Cl 1.21880 -1.65403 -3.51213
C -2.42968 0.01719 -7.07871
C -0.59672 2.25548 -6.07062
C -1.66146 0.15601 -4.17664
H -2.44380 0.64273 -7.97833
H -3.38832 0.17256 -6.56328
H -2.38173 -1.03569 -7.37718
H -1.94401 -0.88928 -4.02244
H -2.47601 0.81939 -3.86744
H -0.76970 0.38877 -3.56665
H -0.40001 2.54847 -7.11099
H 0.29580 2.47865 -5.46404
H -1.42664 2.86938 -5.69197
C -1.26916 1.95638 1.02064
N -0.78778 0.55009 0.91964
C -1.96322 -0.34131 1.06708
N -2.69496 -0.12002 2.32790
C -3.13484 1.29408 2.37993
N -1.97897 2.22825 2.28572
C -1.05698 1.93277 3.41409
N -0.57383 0.52935 3.38379
C 0.10125 0.27783 2.09152
C -1.76466 -0.35494 3.46193
H -1.96593 2.15872 0.19605
H -0.40201 2.62943 0.94851
H -1.61595 -1.38353 1.06575
H -2.66069 -0.17514 0.23504
H -3.64278 1.46406 3.34042
H -3.81783 1.48375 1.53737
H -0.19350 2.61100 3.34717
H -1.59834 2.08544 4.35863
H 0.40524 -0.78061 2.07793
H 0.98662 0.91543 2.01714
H -2.29272 -0.14047 4.40172
H -1.43032 -1.40185 3.43030
*
```

## Properties
- LUMO (spin up / spin down) (Ha) = -0.04865 / 0.00707
- E_HOMO (spin up / spin down) (Ha) = -0.3043 / -0.3043
- HOMO-LUMO gap (spin up / spin down) (Ha) = 0.2557 / 0.3114